The following is a DFT calculation (ωB97M-V/def2-TZVPD) of C25H22BrF5N6O7Ta as an isolated structure at a distorted geometry.

Each line ends with the Mulliken charge.
Positions of all 67 atoms, in Å:
Ta  0.1222  0.7173  -1.0829  1.319
N  2.2148  0.9154  0.0934  -0.670
C  3.1244  1.5739  -0.8758  -0.461
C  2.3597  2.7330  -1.4754  0.494
O  2.8473  3.7971  -1.7249  -0.575
N  0.9761  2.4612  -1.5863  0.005
C  0.0891  3.6129  -1.2998  -0.692
C  -0.5864  3.3118  0.0297  0.568
O  -1.1219  4.0869  0.7425  -0.555
O  -0.5160  1.9505  0.3076  -0.849
H  2.5455  -0.0242  0.3251  0.297
H  2.1701  1.4682  0.9444  0.283
H  4.0375  1.9587  -0.4325  0.502
H  3.3995  0.8568  -1.6478  0.123
H  0.6593  4.5339  -1.2148  0.539
H  -0.6830  3.7452  -2.0552  0.241
C  -0.7902  -3.0759  -2.0373  -1.303
O  -0.7193  -2.0537  -1.0335  0.553
C  -1.1480  -2.4120  0.2155  -0.047
C  -1.7947  -3.5874  0.5416  -0.813
C  -2.1669  -3.7986  1.8678  -0.535
Br  -3.0329  -5.4084  2.3096  -0.165
C  -1.9355  -2.8575  2.8492  -0.754
C  -1.3007  -1.6661  2.5065  0.481
C  -0.8904  -1.4887  1.2033  1.137
O  -0.1758  -0.3428  0.8428  -0.191
C  -1.0368  -0.6018  3.5002  0.039
N  -0.5953  -0.7727  4.7002  -0.716
C  -0.4740  0.5249  5.2259  0.528
C  -0.0557  0.9277  6.4932  -0.795
C  -0.0580  2.2800  6.7676  -0.505
C  -0.4625  3.2244  5.8055  -0.513
C  -0.8665  2.8415  4.5414  -0.997
C  -0.8524  1.4733  4.2853  0.422
N  -1.1858  0.7372  3.1455  -0.220
H  -0.2211  -3.9482  -1.7164  0.513
H  -0.3623  -2.6639  -2.9443  0.196
H  -1.8261  -3.3456  -2.2339  0.408
H  -2.0133  -4.3396  -0.2008  0.624
H  -2.2351  -3.0203  3.8750  0.615
H  -0.0809  0.2522  1.6229  0.271
H  0.2550  0.1961  7.2281  0.457
H  0.2525  2.6264  7.7445  0.399
H  -0.4596  4.2754  6.0639  0.409
H  -1.1727  3.5663  3.7965  0.492
H  -1.7843  1.0826  2.4067  0.219
C  1.2827  -0.9825  -5.6065  -1.041
N  1.6520  -1.2396  -4.2020  0.211
C  2.5236  -2.2742  -3.8661  -0.260
C  2.8572  -2.5637  -2.6054  -0.999
C  2.3153  -1.7769  -1.4997  0.272
O  2.5801  -1.9448  -0.3324  -0.661
N  1.4509  -0.7455  -1.9146  1.309
C  1.1390  -0.5075  -3.2067  0.243
O  0.3254  0.4545  -3.3576  -0.874
H  2.1697  -0.6979  -6.1658  0.372
H  0.5608  -0.1746  -5.6322  0.342
H  0.8413  -1.8789  -6.0348  0.377
H  2.9079  -2.8292  -4.7121  0.499
H  3.5417  -3.3666  -2.3780  0.514
F  -2.5836  0.0604  -0.6565  -0.345
C  -2.0521  0.8653  -1.6586  0.537
F  -2.5746  2.1166  -1.4765  -0.274
C  -2.6970  0.3972  -2.9844  0.707
F  -2.2732  -0.8243  -3.3298  -0.190
F  -2.3934  1.2340  -3.9686  -0.257
F  -4.0225  0.3549  -2.8314  -0.258

Summary:
* calculated total energy: -4951.4254 Ha
* Kohn-Sham gap: 0.2284 Eh
* E_HOMO: -11.05 eV
* energy relative to the best compared isomer or geometry (same formula, charge and spin): 125.2 kJ/mol
* total charge: +1
* LUMO: -4.8 eV